88
Properties=species:S:1:pos:R:3:forces:R:3 method="wB97M-V/def2-TZVPD" de_lowest_ev=0.038 gap_ev=8.408 lumo_ev=0.66 smiles=COc1ccc2cc1Oc1ccc(cc1)C[C@H]1c3cc(c(OC)cc3CCN1C)Oc1c(OC)c(OC)cc3c1[C@H](C2)N(C)CC3 homo_ev=-7.8 total_charge=0 e_tot_ha=-2034.1155
C 0.795 5.354 4.402 -0.30 0.12 0.32
O 1.907 5.247 3.544 0.19 -0.09 -0.34
C 1.842 4.475 2.420 -0.10 -0.09 0.05
C 3.050 4.355 1.728 -0.14 0.00 0.07
C 3.159 3.619 0.569 -0.04 0.09 0.09
C 2.045 2.975 0.044 -0.16 0.07 -0.05
C 0.846 3.089 0.723 0.08 0.14 0.00
C 0.722 3.818 1.900 0.25 0.02 -0.09
O -0.525 3.924 2.495 0.04 0.13 -0.02
C -1.303 2.795 2.530 -0.30 -0.33 0.10
C -2.679 2.951 2.403 0.36 0.24 -0.07
C -3.504 1.845 2.455 0.09 -0.20 0.02
C -2.983 0.570 2.641 -0.03 0.05 0.21
C -1.608 0.431 2.794 -0.14 0.14 0.10
C -0.772 1.527 2.740 0.15 0.24 0.07
H 0.296 1.406 2.853 0.07 -0.01 0.00
H -1.186 -0.550 2.955 0.04 -0.12 0.00
C -3.874 -0.629 2.645 -0.20 -0.09 -0.35
H -3.420 -1.415 3.249 -0.08 0.00 0.05
H -4.844 -0.367 3.072 0.00 -0.04 0.10
C -4.111 -1.181 1.201 0.13 0.15 0.19
N -5.109 -2.230 1.128 -0.07 -0.16 -0.13
C -6.453 -1.807 1.442 0.04 -0.04 0.06
H -6.673 -0.887 0.903 -0.07 0.06 0.00
H -7.147 -2.578 1.106 -0.07 0.03 0.03
H -6.627 -1.637 2.516 -0.03 0.04 0.00
C -4.715 -3.428 1.841 0.12 -0.18 -0.06
H -4.526 -3.232 2.910 -0.06 -0.03 -0.04
H -5.543 -4.140 1.786 0.05 0.05 0.07
C -3.477 -4.047 1.194 -0.21 -0.01 0.10
C -2.467 -3.024 0.755 -0.04 0.16 0.02
C -2.804 -1.683 0.650 0.00 -0.15 -0.13
C -1.902 -0.805 0.059 0.40 -0.17 -0.26
C -0.661 -1.232 -0.378 -0.30 -0.30 0.35
C -0.271 -2.567 -0.163 0.14 0.13 0.05
C -1.200 -3.446 0.365 0.21 0.04 -0.05
H -0.950 -4.489 0.484 0.08 -0.12 -0.01
O 1.009 -2.902 -0.507 -0.40 0.35 0.19
C 1.376 -4.257 -0.493 0.09 -0.25 0.02
H 1.370 -4.667 0.522 -0.02 0.00 -0.05
H 2.391 -4.286 -0.888 -0.06 -0.06 0.03
H 0.721 -4.856 -1.133 0.00 0.01 0.02
O 0.166 -0.301 -0.963 0.11 0.03 0.00
C 1.020 -0.724 -1.957 0.34 -0.10 -0.70
C 0.564 -1.573 -2.976 -0.44 0.18 -0.05
C 1.478 -2.033 -3.929 0.17 0.04 0.08
C 2.797 -1.593 -3.861 -0.20 -0.04 0.00
C 3.225 -0.698 -2.897 -0.15 -0.17 -0.06
C 2.329 -0.247 -1.935 -0.29 -0.06 0.22
C 2.730 0.747 -0.869 -0.27 0.18 -0.09
N 4.166 0.854 -0.680 -0.02 0.05 0.09
C 4.682 -0.165 0.209 -0.03 0.01 0.02
H 5.764 -0.056 0.283 0.06 -0.05 0.04
H 4.254 -0.011 1.199 0.02 -0.07 0.05
H 4.450 -1.190 -0.112 0.02 -0.07 0.01
C 4.874 0.931 -1.941 0.13 -0.09 -0.23
H 4.523 1.821 -2.469 0.09 0.01 -0.03
H 5.937 1.070 -1.728 -0.05 0.06 -0.06
C 4.672 -0.294 -2.840 0.05 0.19 0.22
H 5.043 -0.085 -3.845 0.04 -0.03 0.00
H 5.252 -1.137 -2.450 0.05 0.00 -0.05
H 2.290 0.422 0.080 0.07 0.04 -0.06
C 2.120 2.134 -1.191 0.05 -0.25 0.30
H 1.117 1.980 -1.589 0.01 0.07 -0.08
H 2.722 2.629 -1.953 -0.03 -0.03 -0.12
H 3.486 -1.971 -4.600 0.09 -0.06 -0.12
O 1.231 -2.898 -4.953 0.15 0.28 0.09
C 0.005 -3.588 -5.040 -0.29 -0.30 -0.07
H 0.160 -4.351 -5.804 -0.04 0.05 0.05
H -0.812 -2.932 -5.351 0.04 -0.04 0.05
H -0.260 -4.063 -4.093 0.00 0.01 -0.09
O -0.771 -1.966 -2.985 0.77 -0.08 0.08
C -1.668 -0.946 -3.374 -0.22 0.19 -0.18
H -1.557 -0.047 -2.763 0.01 -0.03 0.02
H -2.666 -1.357 -3.233 -0.02 0.07 -0.02
H -1.523 -0.676 -4.428 0.00 -0.04 0.07
H -2.167 0.231 -0.084 0.01 0.17 -0.03
H -3.022 -4.765 1.880 0.00 -0.03 -0.03
H -3.787 -4.597 0.300 -0.02 -0.05 0.05
H -4.468 -0.349 0.583 0.04 -0.03 0.04
H -4.572 1.975 2.346 -0.13 0.01 0.00
H -3.082 3.942 2.260 -0.02 0.12 -0.03
H -0.034 2.593 0.337 -0.07 -0.04 -0.07
H 4.111 3.530 0.070 0.12 0.01 -0.05
H 3.905 4.863 2.146 0.10 0.07 0.06
H 1.122 6.002 5.214 -0.04 -0.05 -0.03
H 0.504 4.382 4.811 0.00 0.06 -0.03
H -0.064 5.804 3.899 0.08 -0.04 0.09

102
Properties=species:S:1:pos:R:3:forces:R:3 method="wB97M-V/def2-TZVPD" de_lowest_ev=0.000 s_squared=3.8002 gap_ev="6.475 / 6.587" lumo_ev="1.81 / 1.81" homo_ev="-4.7 / -4.8" total_charge=-1 spin_multiplicity=4 e_tot_ha=-6363.5043
Cr -0.160 -2.280 -1.451 0.03 -0.12 -0.02
N -0.957 -4.766 -3.653 -0.01 -0.01 -0.01
C -1.694 -4.732 -2.490 -0.05 0.04 0.00
N -2.675 -5.581 -2.200 0.01 0.02 -0.03
N -3.100 -5.200 -0.992 0.07 -0.04 0.08
N -2.417 -4.185 -0.574 -0.11 0.10 -0.04
N -1.521 -3.840 -1.524 0.09 -0.07 0.02
C 0.352 -4.299 -3.683 0.03 0.00 0.01
N 1.251 -4.719 -4.550 -0.03 0.00 0.00
N 2.358 -4.009 -4.241 0.02 0.01 -0.01
N 2.131 -3.216 -3.255 0.03 -0.01 0.02
N 0.844 -3.370 -2.866 -0.05 -0.01 -0.02
H -1.113 -5.582 -4.223 0.00 0.01 0.00
C 0.703 6.562 1.454 0.01 0.00 0.00
O 0.996 5.607 0.460 0.01 -0.02 0.00
C 2.164 4.905 0.588 -0.02 0.01 0.00
C 3.043 5.034 1.653 -0.01 0.01 -0.01
C 4.203 4.263 1.674 0.01 -0.03 0.00
C 4.473 3.346 0.676 -0.04 0.00 0.04
C 3.591 3.241 -0.405 -0.01 0.00 0.01
C 2.451 4.014 -0.447 0.00 0.01 -0.02
N 5.737 2.660 0.761 0.02 -0.05 -0.04
N 5.862 1.459 0.458 0.07 0.05 0.08
C 4.721 0.662 0.153 -0.04 -0.05 -0.08
C 4.711 0.005 -1.056 0.02 0.02 0.06
C 3.553 -0.592 -1.551 -0.05 -0.02 0.02
C 2.356 -0.573 -0.830 0.07 -0.03 -0.02
O 1.248 -0.941 -1.366 -0.08 0.09 0.04
C 2.423 -0.090 0.540 -0.01 0.00 -0.03
N 1.332 -0.252 1.328 -0.03 0.00 0.01
C 1.385 0.154 2.568 -0.03 0.02 0.00
C 2.517 0.754 3.151 0.01 0.01 0.00
C 3.620 0.947 2.371 -0.01 0.03 -0.01
C 3.605 0.532 1.019 0.03 0.00 -0.01
H -0.243 7.017 1.169 0.00 0.00 0.00
H 1.476 7.334 1.507 0.00 0.00 0.00
H 0.594 6.099 2.440 0.00 0.01 0.00
H 2.854 5.730 2.458 0.00 0.01 0.00
H 4.912 4.371 2.486 0.00 0.00 0.00
H 3.787 2.545 -1.210 -0.01 0.01 0.00
H 1.759 3.932 -1.276 0.00 0.00 0.01
H 5.608 0.034 -1.664 0.00 0.00 -0.01
H 3.542 -1.083 -2.514 0.00 0.00 0.00
H 0.479 0.027 3.161 0.01 -0.01 0.00
H 2.501 1.059 4.190 0.00 0.00 0.00
H 4.515 1.400 2.780 0.01 0.02 0.00
S 1.220 -3.665 0.346 0.02 0.01 -0.02
C 0.372 -3.504 1.802 -0.03 0.01 -0.01
N -0.947 -3.699 1.895 0.03 -0.02 0.03
C -1.687 -3.589 3.137 0.00 0.01 0.01
C -1.034 -2.538 4.019 0.00 0.00 0.01
C 0.431 -2.895 4.210 -0.01 0.01 0.00
N 1.042 -3.178 2.923 0.02 -0.01 0.01
H -1.453 -3.978 1.047 -0.01 -0.02 -0.01
H -1.715 -4.554 3.657 0.00 0.01 0.00
H -2.715 -3.321 2.891 0.00 0.00 0.00
H -1.536 -2.482 4.985 0.00 0.00 0.00
H -1.111 -1.561 3.535 0.00 0.00 0.00
H 0.523 -3.760 4.876 -0.01 0.00 0.00
H 0.973 -2.065 4.667 0.00 -0.01 0.00
H 2.002 -2.921 2.762 -0.01 0.01 -0.01
N -1.350 -1.333 -0.029 -0.01 0.03 0.03
S -1.948 0.102 -0.253 0.02 -0.01 0.00
C -1.681 1.103 1.209 0.01 0.00 0.03
C -0.812 2.177 1.096 -0.01 -0.03 -0.02
C -0.535 2.949 2.217 0.00 -0.01 0.01
C -1.121 2.639 3.435 0.00 0.00 0.00
C -1.989 1.557 3.541 -0.01 0.00 -0.01
C -2.275 0.787 2.426 0.01 0.01 -0.03
C -3.742 -0.034 -0.147 0.01 -0.02 -0.02
C -4.535 1.108 -0.133 0.03 -0.01 0.01
C -5.912 0.972 -0.136 0.00 0.00 0.01
C -6.487 -0.296 -0.158 0.00 0.00 0.00
C -5.684 -1.424 -0.185 0.00 -0.01 0.01
C -4.298 -1.300 -0.186 -0.01 0.02 0.06
H -1.535 -1.734 0.884 -0.01 0.03 0.02
H -0.340 2.395 0.146 0.01 0.00 -0.01
H 0.154 3.777 2.130 0.01 0.00 0.01
H -0.899 3.239 4.309 0.00 0.00 0.00
H -2.448 1.319 4.493 0.00 0.00 0.00
H -2.966 -0.045 2.492 -0.01 -0.01 0.00
H -4.079 2.091 -0.113 0.01 0.01 0.00
H -6.540 1.853 -0.122 0.00 0.00 0.00
H -7.565 -0.397 -0.162 0.00 0.00 0.00
H -6.125 -2.412 -0.213 0.00 0.00 -0.01
H -3.658 -2.175 -0.219 0.01 -0.02 -0.06
C -1.618 0.971 -5.148 0.01 -0.02 0.00
Ge -0.367 0.212 -3.813 0.01 0.01 0.01
C 0.084 1.739 -2.643 0.00 -0.01 -0.01
C 1.254 -0.305 -4.774 -0.01 0.02 0.01
C -1.211 -1.312 -2.951 -0.01 0.02 -0.03
H -1.185 1.846 -5.638 0.00 0.01 0.00
H -2.555 1.270 -4.673 -0.01 0.00 0.01
H -1.850 0.228 -5.914 0.00 0.00 0.00
H 0.683 2.453 -3.214 0.00 0.01 -0.01
H 0.667 1.394 -1.788 -0.01 0.00 0.00
H -0.814 2.252 -2.292 -0.01 0.01 0.00
H 1.556 0.487 -5.463 0.01 0.00 0.00
H 1.094 -1.222 -5.343 -0.01 0.00 -0.01
H 2.060 -0.495 -4.069 0.00 -0.01 0.00
H -1.350 -2.056 -3.745 0.00 0.00 0.00
H -2.225 -1.049 -2.622 0.00 0.00 -0.01